[1]
{"formula": "C23H8F18N2O7S2Ti", "method": "wB97M-V/def2-TZVPD", "spin_multiplicity": 1, "homo_ev": -9.6, "gap_ev": 7.90, "elements": ["Ti", "F", "C", "F", "F", "C", "C", "C", "C", "C", "C", "C", "C", "H", "H", "H", "H", "F", "C", "F", "F", "S", "O", "O", "N", "S", "O", "O", "C", "F", "F", "F", "O", "C", "N", "C", "O", "C", "C", "C", "C", "C", "C", "H", "H", "H", "H", "F", "C", "F", "F", "C", "O", "C", "F", "F", "F", "C", "F", "F", "F"], "coordinates": [[0.086, -0.199, 0.219], [-1.772, 0.912, -8.590], [-1.419, 2.076, -8.006], [-0.315, 2.510, -8.648], [-2.402, 2.958, -8.255], [-1.163, 1.903, -6.538], [-2.030, 2.442, -5.600], [-1.778, 2.258, -4.252], [-0.658, 1.534, -3.844], [0.212, 0.998, -4.798], [-0.041, 1.183, -6.142], [-0.427, 1.271, -2.464], [-0.259, 1.006, -1.287], [-2.897, 2.999, -5.925], [-2.448, 2.660, -3.504], [1.071, 0.430, -4.469], [0.622, 0.770, -6.890], [2.349, 2.299, -0.226], [3.213, 1.762, 0.646], [3.258, 2.519, 1.719], [4.405, 1.702, 0.090], [2.480, 0.068, 1.025], [1.233, 0.506, 1.680], [2.117, -0.400, -0.314], [3.408, -0.856, 1.798], [3.223, -0.692, 3.431], [2.091, -1.396, 3.920], [3.450, 0.669, 3.798], [4.736, -1.639, 3.942], [5.816, -1.023, 3.467], [4.790, -1.670, 5.266], [4.689, -2.882, 3.472], [0.662, -2.309, 1.023], [0.240, -2.673, -0.079], [-0.321, -1.739, -0.890], [-0.657, -2.302, -2.132], [-1.118, -1.718, -3.071], [-0.301, -3.756, -2.026], [-0.428, -4.769, -2.950], [0.015, -6.036, -2.577], [0.570, -6.262, -1.324], [0.698, -5.235, -0.393], [0.251, -3.985, -0.766], [-0.854, -4.573, -3.925], [-0.075, -6.858, -3.275], [0.910, -7.258, -1.070], [1.129, -5.409, 0.584], [-2.788, -1.218, 3.250], [-3.011, 0.042, 2.878], [-4.308, 0.313, 3.060], [-2.283, 0.849, 3.657], [-2.583, 0.245, 1.398], [-1.289, -0.231, 1.267], [-3.471, -0.594, 0.426], [-3.055, -0.442, -0.833], [-3.352, -1.891, 0.734], [-4.757, -0.263, 0.475], [-2.634, 1.793, 1.079], [-3.014, 2.047, -0.174], [-1.418, 2.325, 1.264], [-3.480, 2.436, 1.881]], "nbo_charge": [1.5113, -0.3218, 0.9728, -0.3228, -0.3200, -0.1351, -0.1732, -0.1613, -0.1917, -0.0909, -0.1991, 0.2478, -0.4904, 0.2366, 0.2298, 0.2190, 0.2329, -0.3012, 0.7638, -0.2797, -0.2911, 2.2105, -0.8556, -0.8605, -1.1222, 2.2085, -0.8758, -0.9097, 0.7443, -0.3022, -0.2964, -0.3012, -0.5778, 0.6791, -0.6889, 0.6954, -0.5140, -0.1377, -0.1581, -0.1820, -0.1911, -0.1779, -0.0734, 0.2372, 0.2242, 0.2247, 0.2375, -0.2951, 0.9722, -0.3025, -0.3013, 0.0131, -0.6069, 0.9711, -0.2947, -0.3046, -0.2984, 0.9690, -0.3003, -0.2947, -0.2994]}

***

[2]
{"formula": "C8H4MnNOS6", "method": "wB97M-V/def2-TZVPD", "s_squared": 3.989, "spin_multiplicity": 4, "homo_ev": [-11.5, -11.8], "charge": 1, "gap_ev": [4.55, 4.74], "elements": ["Mn", "O", "N", "C", "C", "C", "C", "C", "S", "H", "H", "H", "H", "S", "C", "S", "C", "C", "S", "S", "S"], "coordinates": [[0.110, 0.104, -0.758], [-0.478, 0.872, 1.071], [-0.375, -0.042, 2.069], [-0.753, 0.420, 3.300], [-0.723, -0.342, 4.430], [-0.301, -1.649, 4.400], [0.077, -2.084, 3.124], [0.063, -1.334, 1.930], [0.557, -1.957, 0.353], [-1.106, 1.474, 3.392], [-1.068, 0.237, 5.287], [-0.249, -2.300, 5.226], [0.429, -3.097, 2.970], [0.718, 2.233, -7.625], [0.653, 1.575, -6.163], [0.066, 2.722, -4.980], [0.176, 1.605, -3.652], [0.645, 0.320, -3.975], [0.792, -0.894, -2.696], [1.065, -0.030, -5.636], [-0.301, 2.167, -2.069]], "nbo_charge": [0.9892, -0.6317, 0.0056, 0.0360, -0.2371, -0.1318, -0.2268, 0.0421, -0.2042, 0.2505, 0.2466, 0.2459, 0.2424, 0.2818, -0.6367, 0.6275, -0.3668, -0.3538, 0.1304, 0.6257, 0.0651]}

***

[3]
{"formula": "C7H10N2S2", "method": "wB97M-V/def2-TZVPD", "smiles": "CC(C)C#N.Sc1nccs1", "spin_multiplicity": 1, "homo_ev": -8.3, "gap_ev": 9.07, "elements": ["C", "C", "C", "C", "C", "C", "C", "N", "N", "S", "S", "H", "H", "H", "H", "H", "H", "H", "H", "H", "H"], "coordinates": [[3.177, -1.247, 0.926], [2.451, -1.089, -0.209], [3.207, 0.975, -0.039], [-1.016, 0.966, 0.368], [-2.771, 0.359, -1.187], [-2.235, -1.017, 0.940], [-2.333, 0.387, 0.344], [0.017, 1.430, 0.440], [2.508, 0.128, -0.669], [4.026, 0.159, 1.334], [3.438, 2.632, -0.561], [3.103, -2.201, 1.403], [1.699, -1.794, -0.657], [-3.687, -0.098, -1.376], [-2.058, -0.196, -1.824], [-2.790, 1.406, -1.532], [-3.103, -1.598, 0.626], [-2.283, -0.803, 1.934], [-1.401, -1.653, 0.629], [-3.130, 0.924, 0.948], [3.180, 2.331, -1.838]], "nbo_charge": [-0.4768, -0.0439, -0.0771, 0.2827, -0.5864, -0.5847, -0.3181, -0.3231, -0.4718, 0.4020, 0.0643, 0.2440, 0.2096, 0.2094, 0.2160, 0.2171, 0.2079, 0.2128, 0.2206, 0.2441, 0.1515]}

***

[4]
{"formula": "C45H42Cl5FLuNO2S2Si", "method": "wB97M-V/def2-TZVPD", "spin_multiplicity": 1, "homo_ev": -6.2, "gap_ev": 5.90, "elements": ["Lu", "Cl", "C", "C", "C", "Cl", "C", "Cl", "C", "Cl", "C", "Cl", "O", "S", "C", "C", "C", "C", "S", "O", "C", "C", "C", "C", "C", "C", "C", "C", "C", "C", "C", "C", "H", "H", "H", "H", "H", "H", "H", "H", "H", "H", "H", "H", "H", "H", "H", "H", "H", "H", "C", "Si", "C", "C", "N", "C", "C", "C", "C", "C", "C", "F", "H", "H", "H", "H", "H", "H", "H", "H", "H", "H", "H", "H", "H", "C", "C", "C", "C", "C", "C", "C", "C", "C", "C", "C", "C", "C", "C", "H", "H", "H", "H", "H", "H", "H", "H", "H", "H", "H"], "coordinates": [[-0.874, 0.886, -0.029], [-1.780, 3.326, 3.268], [-2.219, 3.855, 1.725], [-1.952, 3.100, 0.569], [-2.448, 3.610, -0.622], [-2.168, 2.721, -2.062], [-3.224, 4.768, -0.705], [-3.992, 5.131, -2.184], [-3.424, 5.563, 0.404], [-4.177, 7.074, 0.256], [-2.889, 5.091, 1.625], [-3.264, 6.014, 3.052], [0.754, 1.250, 1.326], [1.887, 1.805, 2.335], [1.380, 1.632, 4.158], [0.991, 0.247, 4.766], [0.112, -0.669, 3.906], [-1.363, -0.268, 3.775], [-2.292, -1.194, 2.509], [-1.397, -0.903, 1.171], [-1.922, -2.852, 2.978], [-0.858, -3.507, 2.370], [-0.741, -4.867, 2.657], [-1.577, -5.504, 3.594], [-2.568, -4.763, 4.240], [-2.725, -3.433, 3.941], [3.105, 0.511, 2.344], [4.329, 0.837, 2.967], [5.304, -0.153, 3.045], [5.045, -1.472, 2.692], [3.794, -1.778, 2.131], [2.849, -0.772, 1.872], [0.494, 2.250, 4.227], [2.169, 2.087, 4.710], [0.436, 0.484, 5.690], [1.920, -0.293, 5.046], [0.107, -1.650, 4.369], [0.523, -0.840, 2.897], [-1.457, 0.761, 3.467], [-1.928, -0.395, 4.691], [-0.273, -2.983, 1.626], [0.058, -5.473, 2.185], [-1.514, -6.573, 3.815], [-3.222, -5.227, 4.975], [-3.512, -2.856, 4.356], [4.542, 1.865, 3.268], [6.244, 0.143, 3.584], [5.827, -2.242, 2.726], [3.595, -2.796, 1.848], [1.979, -0.982, 1.272], [0.839, -2.088, -1.170], [-0.819, -1.998, -2.126], [-1.799, -3.577, -1.782], [-0.491, -1.890, -3.997], [-1.681, -0.591, -1.502], [-3.039, -0.622, -1.582], [-3.827, -1.383, -2.530], [-5.183, -1.576, -2.327], [-5.860, -0.932, -1.297], [-5.171, -0.151, -0.362], [-3.790, -0.015, -0.537], [-3.123, 0.785, 0.430], [0.740, -2.946, -0.512], [1.091, -1.213, -0.569], [1.692, -2.300, -1.821], [-1.242, -4.491, -1.531], [-2.415, -3.887, -2.635], [-2.499, -3.418, -0.972], [-0.210, -2.859, -4.362], [0.365, -1.255, -4.149], [-1.290, -1.490, -4.601], [-3.316, -1.802, -3.364], [-5.730, -2.297, -2.938], [-6.934, -1.160, -1.136], [-5.693, 0.305, 0.503], [5.782, 0.366, -3.074], [4.587, -0.119, -3.637], [3.369, 0.281, -3.161], [3.331, 1.024, -1.960], [4.509, 1.436, -1.327], [5.730, 1.143, -1.918], [2.056, 1.293, -1.282], [0.802, 1.344, -1.849], [0.613, 1.995, -3.115], [-0.419, 1.649, -4.043], [-0.590, 2.367, -5.231], [0.250, 3.435, -5.580], [1.281, 3.759, -4.689], [1.384, 3.114, -3.454], [6.738, 0.072, -3.512], [4.659, -0.751, -4.523], [2.460, 0.135, -3.685], [4.421, 1.954, -0.334], [6.650, 1.541, -1.512], [2.210, 1.454, -0.203], [-1.065, 0.836, -3.770], [-1.400, 2.104, -5.885], [0.147, 3.928, -6.544], [2.030, 4.502, -4.933], [2.168, 3.423, -2.737]], "lowdin_charge": [1.5623, 0.7239, -0.7418, -0.2348, -0.6990, 0.8291, -0.7269, 0.6979, -0.7449, 0.6986, -0.6807, 0.6344, -0.7101, 1.1284, -0.2644, -0.1829, -0.2315, -0.3088, 1.1368, -0.6456, -0.4155, -0.0602, -0.0511, -0.0580, -0.0719, -0.0905, -0.4132, -0.0887, -0.0825, -0.0633, -0.0388, -0.0626, 0.0262, 0.0781, 0.1241, 0.1212, 0.1098, 0.0770, 0.0186, 0.0996, 0.0931, 0.1190, 0.1115, 0.1138, 0.1048, 0.1161, 0.1257, 0.1149, 0.1053, 0.0800, -0.1542, 0.4605, -0.1727, -0.1630, -0.2244, -0.3562, -0.0462, -0.1052, -0.1257, -0.0250, -0.1977, -0.1460, 0.0045, -0.0229, 0.0382, 0.0290, 0.0284, 0.0227, 0.0190, 0.0041, 0.0216, 0.0777, 0.1049, 0.1033, 0.1239, -0.1000, -0.0903, -0.0313, -0.2318, -0.0552, -0.1052, -0.1599, -0.1896, -0.3406, -0.1429, -0.0981, -0.0998, -0.0860, -0.0482, 0.0956, 0.1023, 0.0965, 0.1177, 0.0924, 0.0375, 0.0589, 0.0907, 0.0920, 0.0937, 0.1202]}

***

[5]
{"formula": "C5H13NO2", "method": "wB97M-V/def2-TZVPD", "smiles": "CN=C(O)O.CCC", "spin_multiplicity": 1, "homo_ev": -9.3, "gap_ev": 10.11, "elements": ["C", "C", "C", "H", "H", "H", "H", "H", "H", "H", "H", "C", "C", "O", "O", "N", "H", "H", "H", "H", "H"], "coordinates": [[0.018, -1.434, 1.851], [-0.118, -0.029, 2.384], [1.370, -1.698, 0.952], [-0.842, -1.720, 1.247], [0.096, -2.144, 2.676], [-1.105, 0.102, 2.826], [-0.053, 0.686, 1.556], [0.655, 0.197, 3.115], [1.318, -1.737, -0.136], [2.175, -1.092, 1.363], [1.664, -2.726, 1.160], [-0.371, 2.399, -2.814], [-0.675, 0.539, -1.414], [0.457, 0.662, -0.732], [-1.368, -0.587, -1.079], [-1.113, 1.253, -2.354], [0.674, -0.198, -0.110], [-2.174, -0.600, -1.611], [-1.045, 3.261, -2.819], [-0.067, 2.220, -3.852], [0.503, 2.643, -2.209]], "nbo_charge": [-0.3952, -0.6213, -0.6879, 0.2184, 0.2038, 0.2161, 0.2127, 0.2044, 0.2211, 0.2187, 0.2366, -0.4307, 0.7990, -0.7316, -0.7113, -0.5765, 0.5401, 0.5051, 0.1957, 0.1956, 0.1872]}

***

[6]
{"formula": "C14H19ClN2Ni", "method": "wB97M-V/def2-TZVPD", "s_squared": 2.027, "spin_multiplicity": 3, "homo_ev": [-5.8, -8.0], "gap_ev": [4.98, 7.18], "elements": ["C", "C", "H", "H", "H", "H", "H", "H", "C", "C", "C", "C", "H", "H", "H", "H", "N", "C", "C", "N", "C", "C", "C", "H", "H", "C", "H", "H", "Ni", "C", "H", "H", "H", "Cl", "C", "H", "H"], "coordinates": [[-0.184, -1.726, 4.577], [0.818, -2.817, 4.229], [0.325, -0.885, 5.063], [-0.883, -2.136, 5.305], [-0.757, -1.339, 3.739], [1.504, -2.577, 3.418], [1.414, -3.022, 5.117], [0.309, -3.755, 3.968], [-0.549, 2.836, -0.005], [-0.502, 4.151, -0.480], [0.318, 4.470, -1.571], [1.049, 3.450, -2.162], [-1.240, 2.536, 0.800], [-1.122, 4.911, -0.005], [0.386, 5.483, -1.956], [1.695, 3.598, -3.023], [0.212, 1.844, -0.530], [0.971, 2.157, -1.637], [1.645, 1.022, -2.219], [1.388, -0.154, -1.555], [1.999, -1.280, -1.970], [3.144, -0.085, -3.723], [2.879, -1.287, -3.051], [1.752, -2.164, -1.376], [3.347, -2.227, -3.327], [2.523, 1.082, -3.315], [2.720, 2.055, -3.770], [3.855, -0.067, -4.557], [0.102, -0.150, -0.056], [0.118, -1.902, 0.730], [1.105, -2.215, 1.120], [-0.177, -2.611, -0.064], [-0.613, -1.985, 1.549], [-3.047, 0.315, 0.087], [-1.751, -0.374, -0.835], [-2.002, -1.412, -1.038], [-1.564, 0.240, -1.734]], "nbo_charge": [-0.6043, -0.6031, 0.1953, 0.1984, 0.2100, 0.2068, 0.1949, 0.2020, 0.0646, -0.2483, -0.1630, -0.2149, 0.2317, 0.2314, 0.2264, 0.2178, -0.5103, 0.1507, 0.1535, -0.5097, 0.0692, -0.1613, -0.2510, 0.2339, 0.2311, -0.2173, 0.2212, 0.2267, 1.1157, -1.1596, 0.1841, 0.1898, 0.2054, -0.0933, -0.7954, 0.1950, 0.1762]}

***

For reference, energy above the lowest of the compared OMol25 structures with the same formula, charge and spin by record: 0.0, 0.0, 81.0, 89.7, 164.7, 0.0 kJ/mol.
For reference, strongest force on any atom by record: 2.65, 4.01, 4.26, 4.48, 3.88, 1.89 eV/A.